A molecular structure, C4H5LiO2Rh in a non-equilibrium geometry. Source: the Open Molecules 2025 dataset; level of theory: wB97M-V/def2-TZVPD.

XYZ file:
```
13
Properties=species:S:1:pos:R:3:forces:R:3:mulliken_spin:R:1
H 0.0289 -0.1810 1.4309 -0.228 -0.310 -0.494 0.02
Rh -3.1507 -0.8310 1.9108 -0.822 -0.686 0.806 1.98
O 2.8557 -0.8980 0.1283 1.436 0.709 1.494 0.24
H -0.7085 1.2518 -1.1933 0.203 0.142 0.302 0.02
C 1.0958 0.0615 -1.1667 -0.360 -2.401 0.814 0.09
Li 4.3851 -0.1822 0.6151 -0.649 -0.397 -0.159 0.01
H 0.6887 -1.2280 -1.5412 -1.223 2.513 -0.807 0.24
H 1.7916 0.8539 -1.4740 -0.278 -0.270 -1.365 0.03
O -1.8834 0.2921 0.9406 0.711 0.929 -1.177 0.24
H 1.8480 -2.1370 -1.0120 -0.259 0.482 -0.333 0.04
C 1.8161 -1.1042 -0.5995 1.556 -0.289 0.741 0.62
C -0.1003 0.5869 -0.5728 -0.624 -0.047 -0.836 0.36
C -0.6571 0.1765 0.6388 0.537 -0.376 1.013 0.11
```
Positions in Å, forces in eV/Å.

LUMO energy (alpha / beta)   -4.37 / -4.92 eV
Multiplicity   5
HOMO-LUMO gap (alpha / beta)   4.934 / 7.404 eV
<S²>   6.0192
Total charge   +1
HOMO level (alpha / beta)   -9.3 / -12.3 eV